A 2-piece molecular cluster, C9H12NO2S overall. Source: the Open Molecules 2025 dataset; level of theory: ωB97M-V/def2-TZVPD.

Positions of all 25 atoms, in Å:
H -3.46 0.61 2.06
H -2.06 1.58 2.81
H 4.12 -0.72 -1.91
H 2.86 0.73 -0.17
H -2.69 2.06 1.13
H -2.22 -1.31 2.36
H -0.85 3.00 -0.10
C -1.59 0.32 1.21
O 0.86 1.12 2.06
C -1.18 -0.90 2.12
H -0.46 -1.40 1.41
S 0.04 1.33 0.90
N -0.30 2.83 0.71
H -0.69 -0.48 2.98
O -1.08 -0.87 -1.80
C 3.04 -0.77 -1.86
C 2.35 -1.65 -2.67
H 2.85 -2.39 -3.36
C 0.98 -1.60 -2.70
C -2.61 1.26 1.89
C 2.32 0.02 -0.96
H 0.46 -1.86 -3.61
C 0.98 -0.09 -0.97
H -1.82 0.00 0.28
C 0.16 -0.81 -1.82

Charge: -1
LUMO (spin up / spin down) (eV): 3.369 / 3.371
HOMO (spin up / spin down) (hartree): -0.1335 / -0.1335
Kohn-Sham gap (spin up / spin down) (eV): 7.00 / 7.00

---

A 5-piece molecular cluster, C30H28BIO10 overall. Source: the Open Molecules 2025 dataset; level of theory: ωB97M-V/def2-TZVPD.

Positions of all 70 atoms, in Å:
H -3.54 -1.50 -0.91
H 11.40 6.46 -2.80
C 0.18 -2.05 4.00
H 6.86 2.94 0.44
H 6.66 4.83 -2.49
H -9.20 -1.08 1.03
H -0.26 -3.02 4.16
H -2.22 -5.20 -5.10
H -4.77 -2.16 0.13
C -4.21 -4.30 -2.42
O 9.57 7.89 -3.94
H -5.90 -0.86 -1.46
H -4.75 0.46 -1.40
O -5.12 -3.55 -2.13
H 6.36 0.83 1.67
O -3.55 -0.65 0.94
C 3.12 1.71 0.66
O 1.68 -2.43 5.78
C 4.78 3.35 -0.10
O 0.01 0.87 1.99
H 10.90 4.34 -1.58
C 10.40 6.06 -2.70
O -3.65 -2.16 2.62
C 1.92 -0.34 4.72
O 8.50 3.39 -1.35
C -4.28 -1.23 -0.16
H -7.75 0.58 1.79
H 2.62 3.43 -0.46
C -7.24 -0.18 1.19
C -0.24 -1.22 3.05
C -2.64 -5.15 -4.10
H -1.05 -1.48 2.38
C -3.60 -5.19 -1.40
H -4.02 -5.14 -0.41
C 4.20 0.91 1.30
H -2.13 -6.66 -0.99
C -3.93 -1.08 2.17
C -8.30 -0.99 0.42
H -6.96 -2.34 -0.64
H -8.60 -0.45 -0.49
C -3.65 -4.34 -3.79
B -6.14 0.50 0.30
I -7.36 -3.66 1.62
H 2.74 -0.09 5.38
C -2.04 -6.05 -3.09
C 1.30 -1.67 4.91
C 5.86 2.55 0.55
C 9.32 6.86 -3.35
C 5.59 1.43 1.20
O -1.12 -6.79 -3.38
H -8.63 -2.88 -0.58
C 1.50 0.48 3.77
O 5.02 4.38 -0.69
C 0.39 0.11 2.86
H -4.48 -0.34 2.76
H 2.11 1.32 0.76
C 8.74 4.42 -1.94
C 10.13 4.94 -2.05
C 3.39 2.83 0.01
C 7.66 5.22 -2.59
O 3.95 -0.11 1.90
H 1.94 1.46 3.61
C -5.29 -0.26 -0.78
H -5.91 1.66 0.48
H -6.77 -0.85 1.91
C -2.59 -6.00 -1.71
H -4.11 -3.67 -4.52
H 7.17 6.94 -3.71
C -7.85 -2.37 -0.02
C 7.93 6.35 -3.24

LUMO (eV): -1.729
Structure (SMILES): O=C1C=CC(=O)C=C1.O=C1C=CC(=O)C=C1.O=C1C=CC(=O)C=C1.O=C1C=CC(=O)C=C1.O=COCCBCCCI
HOMO (hartree): -0.3477
Kohn-Sham gap (eV): 7.73

---

An isolated ion of composition C9H11N2O and charge +1. Source: the Open Molecules 2025 dataset; level of theory: ωB97M-V/def2-TZVPD.

Positions of all 23 atoms, in Å:
H -3.62 2.00 0.42
C 0.19 -2.11 -0.76
H -2.27 -1.40 0.59
C 2.98 -0.83 0.32
C 1.20 2.42 -0.13
H -0.52 -2.96 -0.93
H -3.71 1.19 -1.13
C -3.43 1.01 -0.11
N 2.33 1.59 -0.04
O -1.17 1.63 -0.17
H 3.54 -1.11 -0.54
C -0.25 -1.05 -0.19
H 1.15 -2.08 -1.42
C 0.15 1.52 -0.21
H -3.99 0.11 0.44
C -2.01 0.75 0.03
H -1.16 -0.41 1.49
C -1.48 -0.61 0.51
C 2.01 0.31 0.00
H 3.75 -0.59 1.09
H 2.35 -1.61 0.65
H 3.29 2.03 0.26
N 0.67 0.21 -0.17

Charge: +1
LUMO (spin up / spin down) (eV): -4.859 / -4.858
HOMO (spin up / spin down) (hartree): -0.4326 / -0.4326
Kohn-Sham gap (spin up / spin down) (eV): 6.91 / 6.91

---

Summary of largest force on an atom in eV/Å
4.182 1.079 5.071
(order as listed above)
Summary of calculated total energy in Eh
-953.44247 -2234.74946 -533.88579
(order as listed above)